P) The following is a DFT calculation (ωB97M-V/def2-TZVPD) of a 16-piece molecular cluster, H31O16 overall.

Last columns: bonded neighbours and bond lengths (Å).
Cartesian coordinates (Å):
1 H -1.953 0.843 -2.850  O8 0.982
2 H -3.876 -2.284 1.463  O46 0.951
3 H -3.365 0.682 2.354  O5 0.985
4 O -0.350 -1.113 0.069  H20 1.024, H39 0.980
5 O -2.621 0.196 1.927  H3 0.985, H34 0.988
6 H -3.555 -3.620 -3.049  O21 0.955
7 O 1.988 2.683 -1.773  H14 1.058, H31 0.948
8 O -2.307 0.648 -1.954  H1 0.982, H42 0.958
9 H 3.335 1.408 2.370  O36 0.952
10 H 1.504 -2.238 0.082  O13 0.992
11 H -2.759 -2.985 -1.820  O21 0.985
12 H 1.378 -4.451 -1.801  O38 0.961
13 O 2.336 -2.470 -0.405  H10 0.992, H29 0.941
14 H 1.175 2.274 -1.234  O7 1.058
15 H 3.896 -0.802 -1.502  O23 0.957
16 O -0.298 -0.707 3.466  H19 0.922, H27 0.930
17 O 3.712 0.650 -0.354  H41 0.947, H47 0.963
18 H 3.089 0.308 3.485  O36 0.959
19 H -1.123 -0.487 3.118  O16 0.922
20 H -0.383 -0.090 0.049  O4 1.024
21 O -2.692 -3.372 -2.723  H6 0.955, H11 0.985
22 H -1.076 3.583 -2.116  O35 0.996
23 O 3.927 -1.476 -2.182  H15 0.957, H44 1.063
24 H -2.626 -1.696 0.790  O46 0.964
25 H -3.066 3.241 3.350  O45 0.934
26 H -0.953 1.908 -0.008  O32 1.151
27 H 0.342 -0.838 2.804  O16 0.930
28 H -1.895 3.495 -0.693  O35 1.029
29 H 2.599 -1.659 -0.803  O13 0.941
30 H -2.169 2.051 3.302  O45 0.944
31 H 2.006 2.228 -2.605  O7 0.948
32 O -1.349 2.617 0.808  H26 1.151, H37 0.986
33 H 0.567 1.139 0.396  O43 0.986
34 H -2.295 0.873 1.286  O5 0.988
35 O -1.981 3.456 -1.718  H22 0.996, H28 1.029
36 O 2.690 0.863 2.811  H9 0.952, H18 0.959
37 H -0.610 3.257 0.936  O32 0.986
38 O 2.172 -4.186 -2.274  H12 0.961, H40 0.944
39 H 0.201 -0.956 -0.726  O4 0.980
40 H 2.919 -4.714 -2.042  O38 0.944
41 H 4.304 1.034 -0.986  O17 0.947
42 H -1.608 0.867 -1.336  O8 0.958
43 O 0.270 1.252 -0.537  H33 0.986
44 H 3.644 -2.431 -1.810  O23 1.063
45 O -2.889 2.430 3.779  H25 0.934, H30 0.944
46 O -3.123 -2.511 0.929  H2 0.951, H24 0.964
47 H 2.864 1.098 -0.273  O17 0.963

Values from the calculation:
Net charge: -1
HOMO-LUMO gap (eV): 10.06


Q) The following is a DFT calculation (ωB97M-V/def2-TZVPD) of a 16-piece molecular cluster, H31O16 overall.

Last columns: bonded neighbours and bond lengths (Å).
Cartesian coordinates (Å):
1 H 4.316 1.311 1.136  O28 0.958
2 H -4.080 -2.234 1.265  O34 0.951
3 H 1.583 -3.825 -2.452  O29 0.906
4 O 0.872 2.611 1.910  H22 1.013, H25 0.942
5 O 1.286 -0.891 2.570  H15 1.022, H42 0.930
6 H 2.651 -0.743 -2.307  O13 0.954
7 O -0.222 -0.413 -0.534  H33 0.942
8 H -2.910 5.451 0.906  O44 1.065
9 H 0.143 0.931 -1.730  O45 0.942
10 H 2.221 -1.559 -1.172  O13 1.095
11 H -1.043 -3.802 1.394  O38 0.887
12 H -5.644 0.396 -1.088  O18 0.936
13 O 3.107 -1.411 -1.800  H6 0.954, H10 1.095
14 H 0.793 1.773 -2.999  O45 1.052
15 H 1.495 -0.669 1.595  O5 1.022
16 H 1.445 3.363 3.892  O17 1.040
17 O 1.452 2.413 4.316  H16 1.040, H23 0.892
18 O -5.414 0.955 -1.802  H12 0.936, H37 0.937
19 H -5.275 -2.706 1.962  O34 0.996
20 H 3.451 -2.235 -3.396  O32 0.990
21 H -1.788 -3.249 2.839  O38 1.034
22 H 0.669 1.673 2.237  O4 1.013
23 H 2.174 1.893 4.262  O17 0.892
24 O -1.902 1.952 -0.029  H36 0.954, H39 0.847
25 H 0.842 2.361 1.002  O4 0.942
26 H 1.716 1.550 -0.378  O43 1.042
27 H 2.279 -2.151 -4.074  O32 0.929
28 O 3.802 1.978 1.593  H1 0.958, H41 0.996
29 O 0.994 -4.474 -2.220  H3 0.906, H31 0.940
30 H -2.591 4.576 2.200  O44 0.904
31 H 0.263 -4.154 -2.715  O29 0.940
32 O 3.159 -2.287 -4.340  H20 0.990, H27 0.929
33 H -0.736 -0.972 0.024  O7 0.942
34 O -4.916 -2.625 1.037  H2 0.951, H19 0.996
35 O 0.032 -1.496 -2.802  H40 1.145, H47 0.986
36 H -0.996 2.068 -0.304  O24 0.954
37 H -4.574 0.719 -2.144  O18 0.937
38 O -1.576 -3.931 2.092  H11 0.887, H21 1.034
39 H -2.081 1.198 0.315  O24 0.847
40 H 0.079 -1.146 -1.713  O35 1.145
41 H 2.859 1.954 1.275  O28 0.996
42 H 1.782 -0.210 2.962  O5 0.930
43 O 1.865 0.785 0.314  H26 1.042, H46 0.984
44 O -2.717 5.436 1.953  H8 1.065, H30 0.904
45 O 0.854 1.493 -1.987  H9 0.942, H14 1.052
46 H 1.093 0.236 0.049  O43 0.984
47 H -0.814 -1.891 -3.118  O35 0.986

Values from the calculation:
Net charge: -1
HOMO-LUMO gap (eV): 9.29


Winner for stability: P)